[1]
Entry from the Open Molecules 2025 dataset: C20H27BN10PPdS2 as an isolated structure (ωB97M-V/def2-TZVPD).

Geometry as ORCA input:
```
! wB97M-V def2-TZVPD RIJCOSX def2/J DEFGRID3
* xyz 1 1
Pd -0.17 -0.67 -1.56
C 4.32 2.73 -1.44
N 3.08 2.14 -1.91
C 2.53 2.31 -3.14
C 1.36 1.61 -3.15
N 1.19 1.02 -1.94
C 2.24 1.35 -1.20
P 2.56 0.75 0.49
C 2.43 -1.03 0.12
N 1.60 -1.62 -0.72
C 1.92 -2.94 -0.74
C 2.97 -3.16 0.10
N 3.29 -1.94 0.64
C 4.37 -1.70 1.57
C 0.92 1.02 1.22
N -0.17 0.38 0.84
C -1.17 0.83 1.65
C -0.67 1.75 2.53
N 0.66 1.87 2.25
C 1.60 2.72 2.94
H 4.70 3.39 -2.22
H 5.06 1.97 -1.24
H 4.15 3.32 -0.54
H 3.01 2.91 -3.90
H 0.63 1.50 -3.94
H 1.39 -3.63 -1.37
H 3.52 -4.05 0.34
H 4.73 -2.66 1.94
H 4.02 -1.11 2.42
H 5.19 -1.17 1.08
H -2.18 0.47 1.56
H -1.14 2.33 3.31
H 1.05 3.43 3.55
H 2.21 3.27 2.23
H 2.25 2.13 3.59
C -0.79 -4.47 0.78
N -1.87 -3.52 0.69
C -2.78 -3.28 1.70
C -3.65 -2.37 1.22
N -3.29 -2.04 -0.06
B -4.20 -1.18 -1.01
N -3.81 0.32 -0.81
C -4.41 1.19 0.06
C -3.78 2.39 -0.02
N -2.79 2.24 -0.96
C -1.82 3.25 -1.35
C -2.83 0.98 -1.43
S -1.83 0.40 -2.72
C -2.18 -2.74 -0.37
S -1.28 -2.68 -1.86
H -1.15 -5.36 1.30
H 0.06 -4.05 1.32
H -0.48 -4.74 -0.22
H -2.73 -3.80 2.64
H -4.53 -1.94 1.68
H -4.02 -1.50 -2.14
H -5.33 -1.31 -0.62
H -5.26 0.89 0.66
H -3.96 3.32 0.48
H -1.93 4.10 -0.68
H -1.99 3.56 -2.38
H -0.82 2.83 -1.26
*
```

HOMO-LUMO gap = 7.754 eV
Lowest unoccupied orbital energy = -2.5 eV


[2]
Entry from the Open Molecules 2025 dataset: C39H37BN12O4Ti as an isolated structure (ωB97M-V/def2-TZVPD).

Geometry as ORCA input:
```
! wB97M-V def2-TZVPD RIJCOSX def2/J DEFGRID3
* xyz 1 2
Ti 0.01 -0.66 -0.64
C 1.37 -1.87 -5.35
C 2.48 -2.67 -5.14
C 2.87 -2.95 -3.84
C 2.13 -2.41 -2.80
N 1.07 -1.64 -3.00
C 0.69 -1.37 -4.25
C 2.43 -2.70 -1.37
C 3.62 -3.29 -0.96
C 3.80 -3.60 0.38
C 2.76 -3.38 1.26
C 1.59 -2.80 0.78
N 1.46 -2.41 -0.49
C 0.39 -2.60 1.64
C 0.23 -3.23 2.86
C -0.96 -3.05 3.56
C -1.95 -2.24 3.02
C -1.70 -1.62 1.81
N -0.57 -1.81 1.13
H 1.02 -1.63 -6.35
H 3.03 -3.08 -5.98
H 3.71 -3.60 -3.66
H -0.18 -0.75 -4.36
H 4.41 -3.49 -1.67
H 4.73 -4.02 0.72
H 2.86 -3.63 2.31
H 0.99 -3.88 3.26
H -1.11 -3.54 4.51
H -2.89 -2.08 3.53
H -2.43 -0.96 1.35
O -1.43 0.85 -0.60
C -2.52 0.98 -1.16
C -3.15 -0.01 -1.98
C -4.40 0.29 -2.56
C -5.01 -0.66 -3.33
C -4.43 -1.92 -3.54
C -3.22 -2.23 -2.98
C -2.54 -1.28 -2.18
O -1.39 -1.57 -1.66
N -6.31 -0.35 -3.95
O -6.82 -1.22 -4.63
O -6.77 0.75 -3.75
H -3.05 1.93 -1.02
H -4.87 1.25 -2.41
H -4.96 -2.64 -4.15
H -2.76 -3.19 -3.13
B 3.10 2.00 1.73
C 2.08 0.92 1.24
N 1.32 0.16 0.81
H 4.09 1.85 1.04
H 2.57 3.07 1.54
H 3.32 1.79 2.90
C -2.69 1.43 3.32
N -2.76 2.49 4.32
C -1.77 2.21 5.36
N -0.41 2.11 4.82
C -0.39 1.06 3.81
N -1.35 1.31 2.72
C -1.01 2.61 2.12
N -1.04 3.70 3.09
C -2.38 3.75 3.67
C -0.09 3.38 4.16
H -3.41 1.64 2.53
H -2.95 0.48 3.80
H -2.03 1.26 5.85
H -1.80 3.00 6.10
H -0.65 0.11 4.29
H 0.61 0.99 3.39
H -1.73 2.82 1.32
H -0.01 2.55 1.68
H -3.11 3.98 2.88
H -2.42 4.55 4.41
H -0.10 4.18 4.90
H 0.91 3.31 3.73
N 8.99 4.33 -3.66
C 7.92 3.94 -3.50
C 6.58 3.44 -3.32
C 5.52 4.33 -3.16
C 4.24 3.84 -2.98
C 4.03 2.47 -2.96
C 5.08 1.58 -3.12
C 6.36 2.06 -3.29
N 2.71 1.97 -2.76
C 1.56 2.37 -3.40
C 0.55 1.67 -2.82
N 1.06 0.87 -1.82
C 2.36 1.08 -1.82
H 5.71 5.39 -3.17
H 3.41 4.52 -2.82
H 4.88 0.51 -3.12
H 7.19 1.38 -3.41
H 1.57 3.08 -4.20
H -0.50 1.71 -3.04
H 3.07 0.65 -1.13
*
```

Relative energy (zero: lowest compared OMol25 entry of this formula, charge and spin) = 8.0 kcal/mol
HOMO-LUMO gap (alpha / beta) = 6.787 / 6.760 eV
Lowest unoccupied orbital energy (alpha / beta) = -3.6 / -3.7 eV


[3]
Entry from the Open Molecules 2025 dataset: C20H21IN2O7Os as an isolated structure (ωB97M-V/def2-TZVPD).

Geometry as ORCA input:
```
! wB97M-V def2-TZVPD RIJCOSX def2/J DEFGRID3
* xyz 0 1
Os -0.06 -0.15 0.23
O -0.52 -1.48 -3.48
C -0.42 -0.63 -2.65
O 0.33 -0.77 -1.55
C -0.94 0.78 -2.81
C 0.13 1.74 -2.26
C -0.15 3.18 -2.66
C -1.38 3.52 -1.78
C -1.61 2.22 -1.03
O -0.22 1.75 -0.83
C -2.19 1.13 -1.93
C -2.85 -0.01 -1.10
O -3.93 -0.42 -1.47
O -2.24 -0.37 -0.02
H -1.14 0.95 -3.87
H 1.15 1.40 -2.36
H 0.69 3.82 -2.42
H -0.35 3.26 -3.73
H -1.17 4.33 -1.09
H -2.26 3.79 -2.36
H -2.09 2.32 -0.06
H -2.98 1.52 -2.56
C 2.02 0.09 0.48
C 2.61 -0.82 1.52
C 2.75 -0.41 2.85
C 3.23 -1.28 3.82
C 3.61 -2.57 3.48
C 3.50 -2.98 2.16
C 3.01 -2.12 1.19
H 2.49 -0.12 -0.49
H 2.25 1.13 0.73
H 2.46 0.59 3.13
H 3.32 -0.93 4.84
H 3.99 -3.24 4.24
H 3.80 -3.98 1.88
H 2.91 -2.45 0.17
C -0.34 -3.43 2.51
C -0.21 -2.20 1.69
O -0.39 -1.02 2.15
O 0.08 -2.20 0.46
H -0.33 -3.18 3.56
H 0.49 -4.09 2.27
H -1.27 -3.92 2.25
I -0.16 4.14 4.72
C -0.66 2.72 3.32
C -1.86 2.05 3.20
N -1.75 1.24 2.15
N -0.54 1.33 1.59
C 0.15 2.23 2.29
H -2.77 2.12 3.77
H -2.39 0.56 1.73
H 1.15 2.49 2.02
*
```

Relative energy (zero: lowest compared OMol25 entry of this formula, charge and spin) = 10.4 kcal/mol
HOMO-LUMO gap = 8.060 eV
Lowest unoccupied orbital energy = -0.1 eV